This record from OMol25 describes C59H32Cl2I4N11RbSe as an isolated structure in a non-equilibrium geometry. The level of theory is ωB97M-V with the def2-TZVPD basis set.

Geometry (Å):
1 Rb 0.492 0.701 0.091
2 I 10.884 0.315 0.758
3 C 8.825 -0.156 0.664
4 C 8.380 -1.054 -0.289
5 C 7.030 -1.371 -0.331
6 C 6.112 -0.807 0.561
7 C 6.602 0.099 1.506
8 C 7.948 0.427 1.562
9 C 4.676 -1.148 0.424
10 C 4.064 -0.766 -0.752
11 C 4.610 0.151 -1.751
12 C 3.605 0.418 -2.614
13 C 2.479 -0.407 -2.187
14 C 1.339 -0.673 -2.909
15 C 1.099 0.147 -4.131
16 C 1.489 -0.309 -5.390
17 C 1.327 0.480 -6.518
18 C 0.770 1.741 -6.383
19 I 0.570 2.950 -8.104
20 C 0.359 2.227 -5.155
21 C 0.528 1.415 -4.038
22 C 0.457 -1.772 -2.653
23 N 0.317 -2.639 -1.556
24 C -0.682 -3.567 -1.875
25 C -1.031 -4.403 -0.757
26 C -2.057 -5.414 -0.687
27 C -2.609 -5.987 -1.846
28 C -3.563 -6.988 -1.772
29 C -3.989 -7.435 -0.534
30 I -5.464 -8.949 -0.430
31 C -3.465 -6.901 0.634
32 C -2.511 -5.903 0.554
33 C -0.221 -3.962 0.262
34 C 0.950 -3.096 -0.274
35 C 1.340 -2.325 1.034
36 C 0.612 -3.207 2.079
37 N -0.321 -4.024 1.586
38 C 1.225 -3.169 3.307
39 C 2.512 -2.572 3.045
40 C 3.694 -2.382 3.716
41 C 4.611 -1.886 2.778
42 C 3.985 -1.729 1.541
43 N 2.670 -2.207 1.703
44 C 0.718 -3.740 4.532
45 C -0.619 -4.182 4.606
46 C -1.151 -4.690 5.775
47 C -0.357 -4.771 6.909
48 I -1.169 -5.548 8.702
49 C 0.963 -4.360 6.877
50 C 1.490 -3.853 5.700
51 C -1.180 -3.302 -3.128
52 C -0.482 -2.179 -3.604
53 N 2.780 -1.069 -1.044
54 H 9.071 -1.512 -0.985
55 H 6.669 -2.078 -1.067
56 H 5.909 0.563 2.195
57 H 8.305 1.141 2.293
58 H 5.606 0.567 -1.753
59 H 3.623 1.053 -3.487
60 H 1.933 -1.293 -5.478
61 H 1.636 0.120 -7.491
62 H -0.082 3.211 -5.051
63 H 0.219 1.785 -3.066
64 H -2.264 -5.666 -2.818
65 H -3.966 -7.419 -2.680
66 H -3.803 -7.254 1.599
67 H -2.088 -5.482 1.455
68 H 1.791 -3.744 -0.536
69 H 0.853 -1.347 1.025
70 H 3.898 -2.579 4.753
71 H 5.646 -1.669 2.971
72 H -1.236 -4.116 3.721
73 H -2.184 -5.012 5.801
74 H 1.585 -4.430 7.760
75 H 2.523 -3.542 5.696
76 H -1.979 -3.818 -3.632
77 H -0.635 -1.698 -4.556
78 Se -7.607 3.684 0.253
79 N -6.410 3.401 1.543
80 C -5.456 2.672 1.015
81 C -4.301 2.214 1.753
82 C -4.134 2.500 3.110
83 C -3.032 2.011 3.767
84 C -2.117 1.250 3.039
85 N -2.244 0.980 1.755
86 C -3.320 1.441 1.102
87 C -3.478 1.085 -0.313
88 N -2.526 0.337 -0.888
89 C -2.682 -0.043 -2.142
90 C -3.785 0.309 -2.924
91 C -4.755 1.097 -2.360
92 C -4.617 1.499 -1.027
93 C -5.616 2.313 -0.370
94 N -6.700 2.751 -0.963
95 H -4.887 3.094 3.611
96 H -2.868 2.201 4.819
97 H -1.247 0.834 3.534
98 H -1.894 -0.665 -2.560
99 H -3.856 -0.034 -3.947
100 H -5.629 1.419 -2.910
101 Cl 1.412 1.496 3.077
102 C 2.511 2.556 2.192
103 Cl 3.387 1.605 1.001
104 H 3.214 2.998 2.888
105 H 1.914 3.277 1.647
106 N 0.704 3.448 0.011
107 C 0.245 4.151 -0.808
108 N -0.251 5.024 -1.595
109 C -0.652 4.976 -2.827
110 N -1.016 5.020 -3.933

Cartesian forces (eV/Å) of the 3 atoms listed first:
Rb -0.5 0.0 -0.7
I -0.3 0.0 0.0
C 0.3 0.0 0.0

strongest force on any atom	1.128	eV Å⁻¹
total charge	-2
lowest unoccupied orbital energy (alpha / beta)	0.0825 / 0.0825	Eh
gap between HOMO and LUMO (alpha / beta)	2.95 / 2.95	eV
energy above the lowest of the compared OMol25 structures with the same formula, charge and spin	21.9	kcal per mole
E	-201544.6641	eV
E_HOMO (alpha / beta)	-0.7 / -0.7	eV

Mulliken population analysis, charges in e, atoms 1 to 4: Rb 0.80; I -0.01; C -0.07; C -0.68